Below is a molecular structure, C27H32N4O4S3Yb in a non-equilibrium geometry, with properties calculated with wB97M-V/def2-TZVPD.

**Highest occupied orbital energy (alpha / beta)**: -0.1451 / -0.1451 Ha
**LUMO level (alpha / beta)**: 0.0654 / 0.0653 Eh
**Charge**: -1
**⟨S²⟩**: 0.751
**2S+1**: 2
**Total energy**: -106707.0681 eV

Each line ends with the Löwdin charge.
Cartesian coordinates (Å):
Yb  -0.885  -0.875  -1.028  1.539
C  -2.265  -2.343  -2.744  -0.306
C  -1.003  -2.990  -2.638  -0.312
C  -0.872  -3.463  -1.314  -0.349
C  -2.045  -3.092  -0.597  -0.334
C  -2.919  -2.439  -1.495  -0.318
C  -4.348  -2.056  -1.262  -0.036
C  -2.317  -3.434  0.840  -0.043
C  0.166  -4.416  -0.803  -0.063
C  -0.129  -3.409  -3.787  -0.064
C  -2.897  -1.767  -3.979  -0.039
H  -4.991  -2.578  -1.978  0.078
H  -4.511  -0.985  -1.380  0.069
H  -4.671  -2.333  -0.258  0.074
H  -2.757  -4.432  0.938  0.081
H  -3.008  -2.724  1.297  0.076
H  -1.396  -3.417  1.426  0.056
H  -0.264  -5.415  -0.678  0.083
H  0.566  -4.102  0.162  0.029
H  1.005  -4.502  -1.496  0.070
H  -0.313  -4.458  -4.038  0.085
H  0.936  -3.317  -3.562  0.073
H  -0.336  -2.829  -4.687  0.053
H  -3.866  -2.238  -4.171  0.075
H  -2.276  -1.922  -4.862  0.061
H  -3.084  -0.692  -3.889  0.079
C  2.019  -1.682  3.753  -0.440
S  0.265  -1.272  3.713  0.779
C  0.107  -0.569  2.065  -1.056
S  0.915  -1.455  0.782  0.550
N  -0.641  0.475  2.081  -0.018
N  -0.248  1.126  -0.180  -0.150
C  -0.393  2.009  -1.110  -0.143
C  0.061  1.661  -2.449  -0.228
C  0.287  2.659  -3.396  0.005
C  0.677  2.302  -4.666  -0.048
C  0.859  0.954  -4.968  -0.054
C  0.635  0.026  -3.976  -0.106
N  0.221  0.353  -2.746  0.031
H  2.165  -2.298  4.639  0.023
H  2.621  -0.777  3.824  0.025
H  2.295  -2.245  2.864  -0.013
H  -0.731  3.016  -0.904  0.136
H  0.172  3.692  -3.099  0.125
H  0.858  3.060  -5.417  0.109
H  1.167  0.630  -5.951  0.103
H  0.786  -1.029  -4.156  0.090
C  3.586  3.962  6.218  -0.069
C  3.289  3.523  4.807  -0.296
C  4.037  2.527  4.192  -0.059
C  3.727  2.086  2.909  -0.082
C  2.663  2.649  2.224  -0.329
C  1.912  3.653  2.822  -0.079
C  2.229  4.088  4.099  -0.059
S  2.218  2.026  0.582  0.683
O  3.464  1.338  0.141  -0.519
O  1.904  3.295  -0.170  -0.507
N  -0.885  1.285  0.998  -0.194
C  -2.148  1.978  0.998  -0.053
C  -3.085  1.399  -0.089  -0.613
O  -4.098  2.014  -0.366  0.046
O  -2.701  0.284  -0.619  -0.170
H  4.565  3.607  6.541  0.066
H  2.843  3.560  6.911  0.076
H  3.565  5.049  6.310  0.070
H  4.881  2.094  4.720  0.101
H  4.311  1.320  2.414  0.099
H  1.094  4.101  2.270  0.100
H  1.649  4.884  4.556  0.104
H  -2.038  3.050  0.835  0.118
H  -2.596  1.822  1.976  0.130

***

Below is a molecular structure, C27H33AuGeN3S, with properties calculated with wB97M-V/def2-TZVPD.

**Highest occupied orbital energy (alpha / beta)**: -0.4929 / -0.4928 Ha
**LUMO level (alpha / beta)**: -0.2462 / -0.3108 Eh
**Charge**: +2
**⟨S²⟩**: 0.775
**2S+1**: 2
**Total energy**: -104034.3194 eV

Each line ends with the Löwdin charge.
Cartesian coordinates (Å):
Au  0.070  1.026  0.789  0.709
N  -1.898  0.410  1.302  -0.042
C  -2.368  1.200  2.476  -0.185
C  -1.992  2.670  2.361  -0.187
N  -0.546  2.863  2.146  -0.147
C  0.303  2.924  3.361  -0.189
C  0.811  1.579  3.863  -0.235
N  1.564  0.834  2.836  -0.050
H  -2.538  0.489  0.515  0.102
H  -1.885  -0.583  1.529  0.075
H  -1.919  0.755  3.361  0.109
H  -3.449  1.102  2.577  0.136
H  -2.336  3.190  3.259  0.133
H  -2.512  3.112  1.509  0.131
H  -0.401  3.718  1.623  0.112
H  -0.244  3.401  4.179  0.130
H  1.152  3.567  3.126  0.122
H  -0.025  0.950  4.170  0.102
H  1.411  1.760  4.759  0.128
H  1.714  -0.117  3.158  0.088
H  2.483  1.240  2.690  0.056
C  2.542  -1.262  -0.192  -0.220
Ge  0.633  -1.160  -0.482  0.949
C  0.008  -0.865  -2.278  -0.352
C  0.048  -1.980  -3.121  -0.098
C  -0.421  -1.894  -4.423  -0.052
C  -0.967  -0.704  -4.887  -0.053
C  -1.043  0.397  -4.046  -0.068
C  -0.555  0.315  -2.750  -0.166
C  -0.367  -2.475  0.499  -0.272
C  0.360  -3.248  1.383  -0.101
C  -0.247  -4.225  2.191  -0.050
C  -1.600  -4.402  2.129  0.003
C  -2.398  -3.633  1.247  -0.155
C  -3.800  -3.828  1.189  -0.009
C  -4.571  -3.104  0.325  -0.050
C  -3.968  -2.157  -0.526  -0.053
C  -2.617  -1.942  -0.490  -0.077
C  -1.787  -2.666  0.405  -0.205
H  2.896  -2.198  -0.630  0.049
H  2.808  -1.260  0.863  0.021
H  3.037  -0.438  -0.701  0.005
H  0.444  -2.928  -2.770  0.112
H  -0.372  -2.758  -5.072  0.118
H  -1.348  -0.642  -5.897  0.117
H  -1.498  1.315  -4.399  0.113
H  -0.653  1.165  -2.085  0.066
H  1.434  -3.121  1.457  0.093
H  0.357  -4.828  2.855  0.117
H  -2.085  -5.142  2.754  0.128
H  -4.249  -4.571  1.836  0.125
H  -5.640  -3.266  0.279  0.117
H  -4.580  -1.611  -1.233  0.116
H  -2.176  -1.233  -1.179  0.083
S  2.123  2.229  0.177  0.809
C  2.964  2.537  -1.267  -0.627
C  2.441  2.452  -2.579  -0.062
C  3.234  2.763  -3.654  -0.030
C  4.561  3.163  -3.457  0.005
C  5.095  3.263  -2.170  -0.034
C  4.311  2.966  -1.084  -0.088
H  1.418  2.154  -2.730  0.088
H  2.833  2.704  -4.656  0.125
H  5.178  3.405  -4.312  0.128
H  6.119  3.580  -2.030  0.126
H  4.703  3.045  -0.079  0.109

***

Below is a molecular structure, C27H33B2F4N2O3S3Tc, with properties calculated with wB97M-V/def2-TZVPD.

**Highest occupied orbital energy (alpha / beta)**: -0.4138 / -0.4140 Ha
**LUMO level (alpha / beta)**: -0.1824 / -0.1670 Eh
**Charge**: +1
**⟨S²⟩**: 0.758
**2S+1**: 2
**Total energy**: -84585.4412 eV

Each line ends with the Löwdin charge.
Cartesian coordinates (Å):
Tc  1.724  -1.582  0.497  1.616
O  0.350  -2.687  0.364  -0.259
C  -0.141  -2.988  -1.002  -0.500
C  -1.484  -2.312  -1.088  -0.518
C  -2.058  -1.455  -0.195  -0.099
C  -3.337  -1.014  -0.625  -0.146
C  -3.700  -1.555  -1.819  -0.374
S  -2.506  -2.609  -2.439  1.073
C  0.919  -2.343  -1.886  -0.509
C  2.287  -2.480  -1.649  -0.224
C  3.063  -1.746  -2.599  -0.123
C  2.280  -1.126  -3.517  -0.329
S  0.606  -1.363  -3.233  1.145
C  -0.212  -4.471  -1.164  -0.496
C  0.503  -5.246  -2.034  -0.092
C  0.156  -6.616  -1.941  -0.153
C  -0.804  -6.841  -1.002  -0.379
S  -1.314  -5.405  -0.233  1.095
H  -1.610  -1.161  0.743  0.110
H  -3.959  -0.336  -0.063  0.113
H  -4.610  -1.397  -2.374  0.076
H  2.702  -3.300  -1.073  0.129
H  4.142  -1.708  -2.585  0.124
H  2.592  -0.510  -4.344  0.086
H  1.237  -4.856  -2.723  0.122
H  0.599  -7.394  -2.542  0.111
H  -1.241  -7.783  -0.716  0.076
F  4.836  -1.056  2.358  0.238
B  4.522  -1.330  1.088  -1.137
F  3.710  -2.522  0.973  0.035
F  5.436  -1.257  0.124  0.249
F  3.362  -0.344  0.701  -0.106
C  -0.659  0.258  5.055  -0.034
C  0.536  -0.610  4.673  -0.626
C  0.444  -1.968  5.360  -0.038
C  1.839  0.103  5.045  -0.035
N  0.398  -0.809  3.213  -0.021
N  1.510  -1.476  2.609  -0.048
H  -0.695  0.392  6.135  0.094
H  -1.590  -0.206  4.733  0.090
H  -0.585  1.247  4.598  0.087
H  0.444  -1.840  6.442  0.095
H  1.298  -2.609  5.127  0.077
H  -0.471  -2.484  5.073  0.091
H  1.818  0.386  6.097  0.096
H  1.970  1.016  4.460  0.094
H  2.723  -0.526  4.919  0.078
H  0.305  0.085  2.744  0.084
H  1.428  -2.453  2.894  0.121
H  2.405  -1.147  2.993  0.096
C  -1.141  4.705  -4.115  -0.067
C  -1.650  5.001  -2.703  -0.561
C  -1.107  6.370  -2.272  -0.041
C  -3.183  5.044  -2.742  -0.042
C  -1.200  3.942  -1.698  -0.150
C  -1.591  4.070  -0.355  -0.013
C  -1.239  3.158  0.629  0.037
C  -0.465  2.096  0.217  -0.180
O  0.027  1.029  0.954  0.125
B  0.705  0.247  0.039  -0.549
O  0.682  0.797  -1.219  0.123
C  -0.068  1.954  -1.096  -0.164
C  -0.416  2.854  -2.079  0.082
H  -1.488  5.484  -4.794  0.090
H  -1.516  3.753  -4.492  0.087
H  -0.051  4.693  -4.159  0.088
H  -1.416  7.134  -2.986  0.090
H  -0.018  6.364  -2.229  0.093
H  -1.481  6.664  -1.291  0.079
H  -3.517  5.793  -3.460  0.089
H  -3.605  5.304  -1.772  0.078
H  -3.595  4.079  -3.041  0.092
H  -2.197  4.918  -0.069  0.113
H  -1.553  3.277  1.656  0.125
H  -0.088  2.707  -3.096  0.120